The following is a quantum chemistry calculation of 7 unconnected molecules or ions with the total composition C42H44F48O11P2Si, from the Open Molecules 2025 dataset.

Output
E   -8220.0885 Eh
Gap between HOMO and LUMO   8.7662 eV
Highest occupied orbital energy   -8.52 eV
E_LUMO   0.25 eV
Total charge   0
Structure (SMILES)   CC(=O)OCCCC[Si@H](PP(=O)(O)O)c1ccccc1.FC(F)C(F)(F)COC(F)(F)C(F)F.FC(F)C(F)(F)COC(F)(F)C(F)F.FC(F)C(F)(F)COC(F)(F)C(F)F.FC(F)C(F)(F)COC(F)(F)C(F)F.FC(F)C(F)(F)COC(F)(F)C(F)F.FC(F)C(F)(F)COC(F)(F)C(F)F

```
148
Properties=species:S:1:pos:R:3:lowdin_charge:R:1
C 8.53 -6.32 -2.63 -0.006
C 7.36 -5.33 -2.09 -0.406
O 7.34 -5.10 -0.86 0.053
O 6.41 -4.85 -3.04 -0.096
C 6.44 -3.39 -3.14 -0.170
C 4.90 -2.91 -3.41 -0.171
C 4.42 -3.50 -4.82 -0.256
C 2.84 -3.79 -4.93 -0.326
Si 2.20 -5.19 -3.78 0.391
P 1.70 -7.07 -4.82 0.604
P 0.95 -8.52 -3.34 0.395
O 1.43 -8.18 -1.90 -0.400
O 1.59 -10.09 -3.67 -0.252
O -0.77 -8.68 -3.41 -0.250
C 0.79 -4.49 -2.66 -0.289
C -0.67 -5.02 -2.63 -0.072
C -1.67 -4.35 -1.61 -0.056
C -1.22 -3.18 -0.65 -0.058
C 0.24 -2.62 -0.71 -0.057
C 1.21 -3.29 -1.72 -0.071
H 9.49 -5.73 -2.86 0.094
H 8.12 -6.87 -3.56 0.085
H 8.72 -7.11 -1.80 0.094
H 7.12 -3.04 -3.98 0.135
H 6.73 -2.96 -2.10 0.135
H 4.31 -3.27 -2.50 0.086
H 4.84 -1.76 -3.40 0.123
H 4.68 -2.71 -5.62 0.117
H 4.97 -4.45 -5.11 0.109
H 2.65 -4.13 -6.02 0.079
H 2.20 -2.84 -4.80 0.084
H 3.31 -5.51 -2.86 0.001
H 0.59 -6.86 -5.73 -0.111
H 1.14 -10.76 -3.09 0.073
H -1.07 -8.28 -4.26 0.049
H -1.00 -5.86 -3.31 0.060
H -2.75 -4.69 -1.49 0.082
H -1.92 -2.71 0.11 0.074
H 0.64 -1.78 -0.05 0.068
H 2.28 -2.88 -1.77 0.070
F -0.57 3.44 1.60 0.096
C 0.12 2.73 0.69 -0.298
F -0.69 2.62 -0.40 0.090
C 0.52 1.34 1.19 -0.434
F -0.57 0.57 1.42 0.124
F 1.21 0.72 0.19 0.093
C 1.42 1.31 2.44 -0.039
O 0.78 1.11 3.71 0.039
C 0.23 2.24 4.35 -0.495
F 0.67 3.36 3.74 0.134
F 0.76 2.26 5.59 0.141
C -1.30 2.18 4.46 -0.276
F -1.88 2.03 3.25 0.107
F -1.79 3.33 4.99 0.084
H 1.00 3.30 0.39 0.175
H 2.05 0.42 2.33 0.150
H 2.12 2.15 2.47 0.145
H -1.61 1.35 5.09 0.167
F -0.98 -0.87 -6.59 0.092
C -2.19 -0.31 -6.41 -0.299
F -2.90 -0.58 -7.54 0.090
C -2.13 1.20 -6.18 -0.433
F -1.65 1.85 -7.28 0.126
F -3.41 1.65 -6.01 0.102
C -1.33 1.67 -4.95 -0.040
O 0.04 2.08 -5.16 0.033
C 1.02 1.07 -5.20 -0.500
F 0.49 -0.09 -4.75 0.128
F 1.96 1.42 -4.29 0.140
C 1.68 0.94 -6.58 -0.274
F 0.77 0.71 -7.55 0.097
F 2.54 -0.11 -6.60 0.091
H -2.69 -0.81 -5.58 0.175
H -1.82 2.58 -4.59 0.148
H -1.41 0.97 -4.11 0.146
H 2.23 1.84 -6.83 0.145
F -4.53 -0.16 6.99 0.096
C -5.84 -0.36 6.74 -0.288
F -5.90 -1.06 5.58 0.082
C -6.63 0.94 6.60 -0.432
F -6.22 1.65 5.52 0.128
F -7.93 0.61 6.36 0.105
C -6.63 1.87 7.84 -0.040
O -5.68 2.95 7.85 0.038
C -4.37 2.66 8.28 -0.498
F -4.36 1.45 8.87 0.135
F -4.10 3.55 9.26 0.145
C -3.33 2.79 7.17 -0.278
F -3.63 2.02 6.10 0.085
F -2.10 2.41 7.60 0.091
H -6.25 -0.99 7.53 0.177
H -7.60 2.38 7.83 0.150
H -6.62 1.31 8.78 0.145
H -3.27 3.83 6.82 0.170
F 4.91 4.66 -6.60 0.100
C 3.60 4.70 -6.91 -0.284
F 3.04 3.62 -6.33 0.074
C 3.35 4.68 -8.42 -0.432
F 3.75 3.51 -8.97 0.127
F 2.00 4.74 -8.61 0.107
C 3.96 5.84 -9.23 -0.041
O 5.22 5.61 -9.88 0.034
C 6.39 5.77 -9.10 -0.503
F 6.08 6.39 -7.95 0.133
F 7.18 6.63 -9.78 0.145
C 7.15 4.45 -8.89 -0.277
F 6.37 3.50 -8.33 0.095
F 8.21 4.63 -8.06 0.098
H 3.16 5.59 -6.46 0.177
H 3.27 6.02 -10.06 0.150
H 3.96 6.78 -8.67 0.145
H 7.52 4.06 -9.85 0.176
F -5.33 -5.72 1.46 0.092
C -6.35 -6.54 1.76 -0.300
F -6.95 -6.85 0.59 0.091
C -7.36 -5.91 2.72 -0.434
F -7.99 -4.86 2.15 0.127
F -8.33 -6.84 2.96 0.102
C -6.81 -5.48 4.10 -0.043
O -6.45 -4.10 4.26 0.032
C -5.17 -3.70 3.82 -0.504
F -4.42 -4.80 3.58 0.135
F -4.58 -3.09 4.87 0.133
C -5.22 -2.73 2.64 -0.273
F -5.90 -3.24 1.59 0.096
F -3.97 -2.46 2.18 0.091
H -5.94 -7.46 2.18 0.174
H -7.63 -5.62 4.81 0.148
H -6.02 -6.14 4.46 0.144
H -5.69 -1.79 2.93 0.171
F -0.85 6.80 9.64 0.093
C 0.00 5.84 10.07 -0.298
F 0.42 6.24 11.30 0.092
C 1.20 5.64 9.14 -0.431
F 1.98 6.74 9.11 0.127
F 1.97 4.65 9.69 0.105
C 0.87 5.21 7.70 -0.042
O 0.83 6.24 6.70 0.035
C -0.38 6.97 6.58 -0.502
F -1.35 6.34 7.26 0.128
F -0.73 6.89 5.27 0.143
C -0.22 8.45 6.97 -0.276
F 0.25 8.59 8.22 0.097
F -1.42 9.08 6.92 0.097
H -0.56 4.91 10.20 0.173
H 1.71 4.58 7.38 0.147
H 0.00 4.56 7.65 0.133
H 0.47 8.96 6.29 0.176
```